#A
DFT (ωB97M-V/def2-TZVPD) results for a 3-piece molecular cluster, C3H10O3S overall.

The geometry in XYZ format:
```
17
C3H10O3S (ωB97M-V/def2-TZVPD)
C 0.6528 0.3028 -0.1471
O -0.1473 0.9931 -1.1732
C 2.1351 0.4310 -0.5144
C 3.0138 0.0370 0.6863
S 4.6011 0.9328 0.8445
H 0.4518 0.8381 0.7791
H 0.2614 -0.7105 -0.1173
H 2.3535 1.4706 -0.7450
H 2.3605 -0.1947 -1.3816
H 3.1803 -1.0460 0.7212
H 2.4958 0.2871 1.6172
H -5.2071 -1.4425 0.6719
H -4.1354 -1.2243 -0.3637
O -5.0913 -1.5279 -0.2733
H -1.0415 0.6347 -1.0180
H -3.1693 0.5014 0.3688
O -2.7141 -0.2825 0.0446
```

Values from the calculation:
E_HOMO   -0.04 eV
Kohn-Sham gap   5.954 eV
Charge   -2

=====

#B
DFT (ωB97M-V/def2-TZVPD) results for a 3-piece molecular cluster, C3H10O3S overall.

The geometry in XYZ format:
```
17
C3H10O3S (ωB97M-V/def2-TZVPD)
C 0.3504 -0.0138 0.7425
O -0.6059 -1.1664 0.8092
C 1.3463 -0.4184 -0.4913
C 2.2832 0.8001 -0.9693
S 3.9306 0.2055 -1.5714
H 0.9468 0.0787 1.6718
H -0.1460 0.9481 0.4717
H 1.9101 -1.0735 0.0942
H 0.6577 -0.7699 -1.3045
H 1.8202 1.3365 -1.8608
H 2.3652 1.3433 -0.0776
H -6.0536 -0.2152 1.6496
H -5.1050 0.3920 0.6612
O -6.0718 0.0729 0.7092
H -1.4314 -0.7484 1.2993
H -3.2560 -0.4608 2.2535
O -3.1319 0.3027 1.5557
```

Values from the calculation:
E_HOMO   -0.07 eV
Kohn-Sham gap   5.986 eV
Charge   -2

=====

Stability ranking, top and bottom: #A is the most stable and #B is the least stable.

=====

#A
DFT (ωB97M-V/def2-TZVPD) results for a 2-piece molecular cluster, C2H9N3O2 overall.

The geometry in XYZ format:
```
16
C2H9N3O2 (ωB97M-V/def2-TZVPD)
C 0.3451 0.5057 2.5937
N 1.3126 -0.9674 1.0572
O 0.1074 -0.2453 1.4110
H 1.0596 -1.9475 1.1709
H 1.4136 -0.8125 0.0520
H 1.1469 1.2343 2.4443
H 0.6081 -0.1508 3.4276
H -0.5919 1.0186 2.8149
C -0.1799 -0.2481 -2.1583
N -0.7897 0.8659 -1.1330
N -1.2810 -0.4102 -2.8315
O 0.9216 -0.7018 -1.9749
H -1.7487 0.5562 -1.8092
H -0.3529 1.7709 -1.2772
H -0.6858 0.5647 -0.1592
H -1.2851 -1.0327 -3.6282
```

Values from the calculation:
E_HOMO   -9.62 eV
Kohn-Sham gap   10.407 eV
Structure (SMILES)   [H]/N=C(/[NH3+])[O-].CON

=====

#B
DFT (ωB97M-V/def2-TZVPD) results for a 2-piece molecular cluster, C2H9N3O2 overall.

The geometry in XYZ format:
```
16
C2H9N3O2 (ωB97M-V/def2-TZVPD)
C 1.4386 1.3183 -0.8316
O 1.6619 1.0430 0.5166
H 0.8185 1.1288 0.9993
H 0.9906 2.3089 -0.9734
H 2.4045 1.2812 -1.3337
H 0.7751 0.5832 -1.4397
N -0.3391 -1.3168 0.1478
C -1.1973 -0.2791 0.3685
N 0.6070 -1.6981 1.1190
N -2.2041 -0.1601 -0.5383
O -1.0045 0.5370 1.2593
H -0.6045 -2.0648 -0.4885
H 1.4307 -1.1003 1.0055
H 0.2342 -1.5052 2.0496
H -2.7711 0.6672 -0.5002
H -2.2403 -0.7431 -1.3603
```

Values from the calculation:
E_HOMO   -9.52 eV
Kohn-Sham gap   10.208 eV
Structure (SMILES)   NNC(N)=O.CO

=====

Stability ranking, top and bottom: #B is the most stable and #A is the least stable.

=====

#A
DFT (ωB97M-V/def2-TZVPD) results for C8H12IO6Ti as an isolated structure.

The geometry in XYZ format:
```
28
C8H12IO6Ti (ωB97M-V/def2-TZVPD)
Ti 11.7308 13.7712 -10.4431
I 13.5316 12.1400 -9.1783
C 11.5593 12.3212 -16.7990
C 11.1513 11.3604 -15.6366
C 12.3850 10.4865 -15.2609
O 12.6422 10.9258 -13.8866
C 11.6307 11.8254 -13.5000
O 11.4278 12.3759 -12.4004
O 10.9450 12.2076 -14.5457
H 12.1849 11.8020 -17.5250
H 12.0759 13.1771 -16.3647
H 10.7148 12.6761 -17.3899
H 10.3287 10.7724 -16.0437
H 13.3654 10.7111 -15.6811
H 12.3146 9.4079 -15.4017
C 10.8154 18.2474 -15.3120
C 11.2591 16.9314 -14.8759
C 12.6403 16.4491 -15.2908
O 13.2502 15.9232 -14.2094
C 12.5120 16.2080 -13.0959
O 12.6481 15.7734 -11.9857
O 11.4272 16.8706 -13.4327
H 11.3998 18.7665 -16.0717
H 11.1113 18.8342 -14.4424
H 9.7353 18.3880 -15.2702
H 10.5919 16.1172 -15.1586
H 13.1843 17.2254 -15.8289
H 12.4863 15.6339 -15.9978
```

Values from the calculation:
E_HOMO (spin up / spin down)   -4.97 / -7.57 eV
Kohn-Sham gap (spin up / spin down)   5.069 / 7.656 eV
Multiplicity   4

=====

#B
DFT (ωB97M-V/def2-TZVPD) results for C8H12IO6Ti as an isolated structure.

The geometry in XYZ format:
```
28
C8H12IO6Ti (ωB97M-V/def2-TZVPD)
Ti 11.3030 6.9644 4.9758
I 9.4701 9.2562 5.4031
C 13.1819 6.6236 11.4862
C 13.4874 7.2816 10.1671
C 14.8504 6.8995 9.5823
O 14.5484 6.5164 8.2241
C 13.2266 6.5897 8.0335
O 12.6551 6.3320 7.0137
O 12.5706 6.9295 9.1375
H 13.2769 5.5337 11.3867
H 12.2456 6.7469 12.0213
H 14.0350 6.8779 12.1268
H 13.5085 8.3678 10.2794
H 15.4318 6.0687 9.9881
H 15.5173 7.7544 9.7236
C 13.4515 2.8187 5.1222
C 12.0027 3.0113 4.7159
C 10.9131 2.1210 5.3589
O 9.8216 3.0440 5.4917
C 10.2545 4.2903 5.3446
O 9.5837 5.2852 5.3927
O 11.5651 4.3109 5.0970
H 13.6005 2.8928 6.2060
H 14.1121 3.5893 4.7324
H 13.7740 1.8086 4.8692
H 11.9510 2.9010 3.6288
H 11.2427 1.7870 6.3438
H 10.6005 1.3072 4.7157
```

Values from the calculation:
E_HOMO (spin up / spin down)   -5.04 / -7.25 eV
Kohn-Sham gap (spin up / spin down)   5.210 / 7.390 eV
Multiplicity   4

=====

Stability ranking, top and bottom: #B is the most stable and #A is the least stable.

=====

#A
DFT (ωB97M-V/def2-TZVPD) results for C6H11N5 as an isolated structure.

The geometry in XYZ format:
```
22
C6H11N5 (ωB97M-V/def2-TZVPD)
C -2.8393 0.0760 1.2029
C -1.9706 0.6048 -0.5183
C 0.7835 1.8872 0.2709
C 1.1396 -2.0492 0.3177
C 1.1290 -0.6632 0.8725
C 0.4079 0.4197 0.0895
N -3.1787 0.3400 -0.0380
N -1.5520 0.0417 1.5507
N 0.6127 2.7495 -0.7078
N -0.9645 0.3867 0.3412
N -1.8110 1.0837 -1.7860
H -3.5732 -0.3161 1.8599
H 1.1928 2.1094 1.2939
H 0.0915 -2.5629 0.3220
H 1.4675 -1.9845 -0.7045
H 1.7610 -2.6135 0.9936
H 2.1923 -0.4396 0.9663
H 0.7499 -0.7162 1.8858
H 0.5902 0.2267 -0.9879
H 0.5105 3.7194 -0.4893
H -2.7170 1.1505 -2.3427
H -1.0890 1.8749 -2.0282
```

Values from the calculation:
E_HOMO   -8.42 eV
Kohn-Sham gap   9.202 eV

=====

#B
DFT (ωB97M-V/def2-TZVPD) results for a single C6H11N5 molecule.

The geometry in XYZ format:
```
22
C6H11N5 (ωB97M-V/def2-TZVPD)
C 1.7418 -1.4016 0.9226
C -0.4230 -0.0969 -1.5325
C 1.1236 -0.1290 -1.2585
C -0.6918 -0.7602 -0.1344
C 0.7675 -0.2556 0.2195
C -1.8044 -0.0088 0.6162
N 2.1171 -2.5014 0.2575
N 2.1682 -1.4233 2.1743
N 2.8403 -3.1759 1.1661
N 2.9117 -2.5856 2.2764
N 0.9961 0.9252 1.0524
H -0.6577 0.8822 -1.6906
H -0.7402 -0.7943 -2.3834
H 1.4724 -0.9873 -1.5868
H 1.5694 0.7881 -1.5152
H -0.6082 -1.7771 0.0074
H -1.9683 1.0694 0.4983
H -1.7244 -0.1920 1.8057
H -2.6714 -0.4932 0.2561
H 1.8688 1.3917 0.8517
H 2.1369 -0.6068 2.7968
H 0.3360 1.6659 0.9207
```

Values from the calculation:
E_HOMO   -9.82 eV
Kohn-Sham gap   10.525 eV
Structure (SMILES)   C[C@H]1CC[C@]1(N)c1nnn[nH]1

=====

Stability ranking, top and bottom: #A is the most stable and #B is the least stable.

=====

#A
DFT (ωB97M-V/def2-TZVPD) results for a 2-piece molecular cluster, C2H4ClIN2O overall.

The geometry in XYZ format:
```
11
C2H4ClIN2O (ωB97M-V/def2-TZVPD)
C 0.9924 -1.0550 0.1371
C 0.8879 0.0433 1.0952
N 2.0879 -1.1659 -0.4841
N -0.1770 0.1199 1.7168
O -0.0681 -1.8966 -0.0440
Cl -1.9341 1.7208 -1.5506
I 2.7457 1.0919 1.5196
H -1.2295 2.6284 -1.2572
H 2.1010 -1.8813 -1.2156
H -0.7898 -1.7817 0.6971
H -0.4882 0.6661 2.4016
```

Values from the calculation:
E_HOMO   -9.43 eV
Kohn-Sham gap   9.403 eV
Structure (SMILES)   [H]/N=C(O)/C(I)=N/[H].Cl

=====

#B
DFT (ωB97M-V/def2-TZVPD) results for a 2-piece molecular cluster, C2H4ClIN2O overall.

The geometry in XYZ format:
```
11
C2H4ClIN2O (ωB97M-V/def2-TZVPD)
C -0.2488 -0.5490 -1.3085
C -0.0759 0.1827 0.8700
N 0.6698 0.0842 -2.0138
N -0.4774 -0.7115 1.9020
O -1.0278 -1.4346 -1.4834
Cl -1.1283 1.8438 0.7779
I 2.0180 0.7064 0.9653
H 1.2268 0.8533 -1.5387
H 0.4625 0.1776 -2.9110
H 0.0373 -0.5129 2.7373
H -1.4562 -0.6399 2.0029
```

Values from the calculation:
E_HOMO   -8.38 eV
Kohn-Sham gap   8.271 eV

=====

Stability ranking, top and bottom: #A is the most stable and #B is the least stable.

=====

#A
DFT (ωB97M-V/def2-TZVPD) results for a 2-piece molecular cluster, C3H8OS overall.

The geometry in XYZ format:
```
13
C3H8OS (ωB97M-V/def2-TZVPD)
C 1.9307 -1.1581 0.0593
S 0.4188 -2.1787 0.0508
H 2.2177 -0.7595 1.0260
H 2.7194 -1.7429 -0.4216
H 1.7364 -0.2841 -0.5646
H 0.4221 -2.3683 1.4103
C -0.9909 1.8948 -0.6524
C -1.8912 1.0561 -0.0940
O -1.6107 0.0487 0.7731
H -1.2430 2.1189 -1.6815
H -0.0887 2.3378 -0.2574
H -2.9589 1.1353 -0.2585
H -0.6616 -0.0999 0.6104
```

Values from the calculation:
E_HOMO   -8.50 eV
Kohn-Sham gap   9.246 eV
Structure (SMILES)   C=CO.CS

=====

#B
DFT (ωB97M-V/def2-TZVPD) results for a 2-piece molecular cluster, C3H8OS overall.

The geometry in XYZ format:
```
13
C3H8OS (ωB97M-V/def2-TZVPD)
C -2.5269 -1.6865 -0.5574
S -1.2040 -0.5059 -1.3821
H -3.0390 -2.0727 -1.3521
H -1.8762 -2.4742 -0.1292
H -3.3275 -1.4669 0.3355
H 0.1933 -0.1588 -1.1252
O 1.2515 1.0704 0.0472
C 1.5861 1.4705 1.1787
C 2.3634 0.5723 2.0143
H 1.2623 2.5133 1.4903
H 2.3659 -0.4404 1.4556
H 1.8096 0.4441 3.0279
H 3.3279 1.0485 2.2197
```

Values from the calculation:
E_HOMO   -8.49 eV
Kohn-Sham gap   9.197 eV
Structure (SMILES)   CC=O.CS

=====

Stability ranking, top and bottom: #A is the most stable and #B is the least stable.

=====

#A
DFT (ωB97M-V/def2-TZVPD) results for a single C3H8OS molecule.

The geometry in XYZ format:
```
13
C3H8OS (ωB97M-V/def2-TZVPD)
C 0.5701 -0.1059 1.3446
C -0.3225 -0.8874 0.3266
C -1.1163 -0.0089 -0.5973
H 1.1543 -1.8832 1.7930
H 0.0551 0.6370 1.9572
H 1.4219 0.5197 1.0118
H -0.9668 -1.5474 0.8677
H 0.3066 -1.4993 -0.3073
H -1.7651 -0.6316 -1.2312
H -1.8444 0.6327 -0.0741
H 0.2386 0.2764 -2.5841
O 1.0490 -1.0554 2.2952
S -0.1113 1.1221 -1.6399
```

Values from the calculation:
E_HOMO   -9.23 eV
Kohn-Sham gap   10.076 eV
Structure (SMILES)   OCCCS

=====

#B
DFT (ωB97M-V/def2-TZVPD) results for a 2-piece molecular cluster, C3H8OS overall.

The geometry in XYZ format:
```
13
C3H8OS (ωB97M-V/def2-TZVPD)
C -1.3438 0.2395 -2.2126
S -2.1950 1.8796 -2.4251
H -0.6218 0.3039 -1.4074
H -0.8534 -0.0770 -3.1261
H -2.1524 -0.4423 -1.9839
H -2.8204 1.8980 -1.2633
C 0.7830 -1.2092 1.7320
C 1.8955 -0.5185 1.5737
O 2.4035 0.3578 2.5100
H 0.5074 -1.8575 0.9098
H 0.0386 -1.2535 2.5116
H 2.4452 -0.4962 0.6409
H 1.9137 1.1755 2.5403
```

Values from the calculation:
E_HOMO   -9.13 eV
Kohn-Sham gap   9.808 eV
Structure (SMILES)   C=CO.CS

=====

#C
DFT (ωB97M-V/def2-TZVPD) results for a 2-piece molecular cluster, C3H8OS overall.

The geometry in XYZ format:
```
13
C3H8OS (ωB97M-V/def2-TZVPD)
O 2.1653 0.5620 -1.1482
C 3.1058 -0.1773 -1.0817
H 3.3684 -0.9091 -1.8704
H 3.7990 -0.1595 -0.2532
C -1.1910 -0.0366 -0.5792
C -1.8049 -0.0765 0.8219
S -1.0604 1.2052 1.8691
H -1.5531 0.8025 -1.1225
H -0.1375 0.2157 -0.4811
H -1.3922 -0.8965 -1.1895
H -1.5905 -1.0397 1.2560
H -2.8892 0.0209 0.8074
H -0.8197 0.4889 2.9715
```

Values from the calculation:
E_HOMO   -8.85 eV
Kohn-Sham gap   9.632 eV
Structure (SMILES)   C=O.CCS

=====

Stability ranking, top and bottom: #A is the most stable and #B is the least stable.